Formula: C14H19AlN8O4S
Source: OMol25
Level of theory: ωB97M-V/def2-TZVPD

Properties
**E**: -1924.151061 Ha
**Net charge**: +2

The geometry in XYZ format:
```
47
Properties=species:S:1:pos:R:3:mulliken_charge:R:1
Al -5.711 -10.461 12.618 0.0180
O -9.643 -6.506 11.495 -0.4721
C -8.491 -6.145 10.981 0.5413
O -8.292 -5.127 10.386 -0.4992
C -7.329 -7.136 11.200 0.1027
C -6.040 -6.815 10.761 -0.3667
N -5.219 -7.842 11.012 -0.2065
N -5.877 -8.839 11.636 0.4357
C -7.158 -8.414 11.761 -0.2805
C -8.061 -9.359 12.482 0.9927
O -9.216 -9.086 12.663 -0.6639
O -7.449 -10.460 12.883 -0.2470
H -9.638 -7.374 11.950 0.4099
H -5.731 -5.932 10.237 0.5524
H -4.229 -7.901 10.772 0.2338
C -3.831 -13.139 7.276 -1.4053
C -3.243 -14.170 8.222 0.7499
C -1.913 -13.713 8.810 -1.3737
C -4.233 -14.605 9.309 -1.1157
N -4.679 -13.435 10.131 0.6020
C -4.183 -12.804 11.180 -0.0518
N -4.986 -11.778 11.419 0.3106
N -5.940 -11.792 10.473 -0.0098
N -5.770 -12.779 9.700 -0.7295
H -3.236 -13.044 6.369 0.4253
H -3.901 -12.151 7.744 0.2584
H -4.822 -13.426 6.948 0.3875
H -3.065 -15.086 7.662 0.3547
H -2.028 -12.722 9.292 0.2679
H -1.158 -13.608 8.043 0.4123
H -1.538 -14.427 9.553 0.3582
H -3.765 -15.332 9.976 0.4440
H -5.095 -15.071 8.839 0.3551
H -3.316 -13.064 11.747 0.5846
C -5.953 -13.486 15.175 -0.8701
N -6.507 -12.273 15.783 0.1473
C -7.587 -12.265 16.653 -0.1195
C -7.811 -10.971 17.005 -0.5791
N -6.844 -10.224 16.324 0.0285
C -6.093 -11.027 15.557 0.1838
S -4.724 -10.447 14.627 -0.3181
H -6.177 -14.337 15.809 0.3628
H -4.879 -13.374 15.058 0.3483
H -6.423 -13.649 14.209 0.3085
H -8.098 -13.156 16.947 0.4552
H -8.529 -10.558 17.684 0.4302
H -6.740 -9.217 16.359 0.2470
```